(1)
# C12H31NO2P

3 unconnected molecules or ions with the total composition C12H31NO2P (ωB97M-V/def2-TZVPD, OMol25).

Geometry as XYZ:
```
47
Properties=species:S:1:pos:R:3:forces:R:3
C -0.89038 -2.45253 -0.92279 -0.015 -0.154 0.130
C -0.53973 -1.52233 -0.04395 0.000 0.231 -0.189
P 0.01084 0.23359 -0.54295 0.035 -0.074 0.287
C 0.64972 2.01859 -1.11963 -0.160 0.230 -0.231
C -0.46167 2.90499 -1.50872 -0.094 0.024 -0.034
N -1.16470 2.85294 -2.57743 0.140 0.037 0.100
H -1.22754 -3.44405 -0.62290 0.009 -0.012 -0.056
H -0.84800 -2.24818 -1.99081 -0.007 -0.004 0.012
H -0.59927 -1.74692 1.02464 0.030 -0.006 -0.024
H 0.08817 0.63544 0.88260 0.016 -0.025 -0.050
H -1.39986 0.66634 -0.58043 0.002 0.023 -0.037
H -0.06638 -0.15627 -1.97125 -0.026 0.019 0.014
H 1.44094 -0.17214 -0.48176 0.009 0.001 -0.045
H 1.28077 1.82995 -1.99489 0.042 -0.171 0.157
H 1.24306 2.44205 -0.30671 0.030 -0.076 -0.044
H -0.76392 3.67370 -0.78623 -0.059 -0.097 0.016
H -0.80849 2.09143 -3.16139 0.014 0.004 -0.010
C 5.35356 1.50221 1.74352 -0.005 0.062 -0.019
C 4.64939 1.07107 0.46630 -0.011 -0.105 0.025
O 3.95242 2.11135 -0.18348 -0.037 0.077 -0.007
C 4.71233 3.20974 -0.62992 0.030 0.026 0.001
C 5.78327 2.85082 -1.64866 0.004 -0.046 0.006
H 4.64495 1.97821 2.42267 -0.005 -0.010 0.007
H 5.77989 0.63016 2.24196 -0.011 -0.012 0.007
H 6.16730 2.20481 1.55163 0.011 -0.017 -0.008
H 3.87955 0.33358 0.69289 -0.010 -0.005 -0.019
H 5.36214 0.59155 -0.21712 0.013 0.029 0.000
H 5.16081 3.74915 0.21565 0.018 -0.024 0.001
H 3.98229 3.87980 -1.08547 -0.001 0.007 0.003
H 6.56648 2.22419 -1.21833 0.004 0.019 0.011
H 6.25580 3.75927 -2.02648 -0.010 0.011 -0.009
H 5.33947 2.31325 -2.48740 -0.003 0.003 -0.006
C -4.97218 -1.45602 -0.29661 -0.052 -0.030 0.023
C -4.06934 -1.69971 0.89806 0.071 0.056 -0.036
O -4.77108 -1.91308 2.12245 -0.029 0.007 0.001
C -5.62671 -3.03286 2.14351 -0.026 -0.005 0.020
C -4.92181 -4.36112 1.91307 0.035 0.012 -0.018
H -5.65085 -0.62384 -0.10119 0.009 0.012 -0.010
H -4.35573 -1.20678 -1.16032 0.023 0.026 0.009
H -5.57151 -2.33277 -0.55306 0.028 -0.011 -0.017
H -3.44932 -0.82153 1.06911 0.015 -0.009 0.034
H -3.38313 -2.52589 0.69612 -0.015 -0.007 0.013
H -6.44561 -2.91367 1.42222 0.017 -0.004 -0.017
H -6.07642 -3.02515 3.13839 -0.008 -0.005 -0.001
H -4.50877 -4.43463 0.90676 -0.018 -0.001 -0.008
H -5.62729 -5.18393 2.04470 -0.008 0.001 0.017
H -4.10344 -4.48480 2.62360 0.003 -0.004 0.004
```
Positions in Å, forces in eV/Å.

Calculated values
- net charge = -1
- LUMO level (Ha) = 0.11040

Löwdin population analysis, charges in e, atoms 1 to 6:
1 C -0.156
2 C -0.407
3 P 0.314
4 C -0.400
5 C -0.404
6 N 0.025



(2)
# C12H31NO9S

7 unconnected molecules or ions with the total composition C12H31NO9S (ωB97M-V/def2-TZVPD, OMol25).

Geometry as XYZ:
```
54
Properties=species:S:1:pos:R:3:forces:R:3
C -0.40831 4.09909 -1.55375 0.034 0.263 0.252
C -1.39455 3.45650 -0.58944 0.028 0.383 0.107
N -1.30811 1.98477 -0.54672 0.748 0.113 -0.322
C -0.21392 1.43974 0.08318 -0.101 0.154 -0.213
C 0.73803 0.57955 -0.34818 -0.257 -0.132 0.573
S 0.99716 -0.08029 -1.92079 0.002 0.233 -0.552
C 1.65545 0.32528 0.78401 0.267 -0.134 -0.427
O 2.73478 -0.18266 0.78360 -0.416 -0.116 0.199
O 1.09361 0.87121 1.92769 0.104 0.429 0.083
C 0.06504 1.72367 1.51918 0.183 -0.179 0.328
O -0.42008 2.49661 2.27773 -0.166 -0.046 -0.042
H 0.61822 3.88737 -1.24013 -0.022 -0.079 -0.173
H -0.57391 3.81218 -2.59082 0.051 -0.112 0.055
H -0.54232 5.18289 -1.47739 0.058 -0.043 -0.147
H -2.41227 3.73834 -0.85901 0.048 -0.159 0.017
H -1.19530 3.87995 0.39403 -0.162 -0.347 0.157
H -1.34108 1.62456 -1.49748 -0.304 -0.177 0.136
H 1.34392 -1.31570 -1.54898 0.110 -0.057 0.111
C -1.90493 -1.92770 -0.21449 -0.028 0.092 -0.083
O -2.24345 -0.92493 -1.16798 -0.097 -0.028 0.101
H -1.27488 -1.45239 0.53577 -0.007 0.005 0.006
H -2.79402 -2.32395 0.28358 0.021 -0.003 0.024
H -1.35487 -2.74761 -0.67808 0.024 -0.038 -0.015
H -2.79562 -1.33089 -1.84132 0.078 -0.035 -0.046
C 0.19310 -4.86069 -2.98801 -0.154 0.035 -0.064
O -0.95876 -4.02112 -2.97221 0.046 -0.021 0.037
H 0.90701 -4.45294 -2.27692 -0.006 0.049 0.003
H -0.05839 -5.88322 -2.69540 0.053 -0.015 0.006
H 0.65503 -4.87140 -3.97855 0.056 -0.043 0.017
H -1.59104 -4.37440 -3.60374 -0.006 0.018 0.009
C 3.52674 -3.35387 -3.79478 0.084 0.026 0.161
O 3.11297 -2.70831 -2.59414 -0.032 -0.126 -0.131
H 2.71659 -3.27067 -4.51474 -0.054 0.036 0.041
H 4.41494 -2.87723 -4.21591 -0.002 -0.004 -0.032
H 3.73852 -4.41284 -3.62346 -0.015 -0.014 -0.051
H 3.83448 -2.76976 -1.96146 -0.037 0.087 0.054
C 1.50546 1.33407 5.51016 -0.053 -0.038 -0.044
O 0.73938 0.24008 5.01600 0.183 -0.173 -0.019
H 1.31587 1.40050 6.57891 -0.002 0.001 0.017
H 2.57572 1.18005 5.35117 0.007 0.011 0.015
H 1.20314 2.27139 5.03766 0.001 0.005 0.009
H 0.89607 0.18983 4.06765 -0.086 0.123 -0.123
C 0.63892 -2.58973 6.69722 0.121 0.071 -0.140
O 1.59388 -2.72178 5.65463 -0.078 0.016 -0.021
H 0.67747 -3.49880 7.29359 0.000 -0.008 0.014
H 0.87385 -1.73062 7.33060 -0.073 -0.030 0.091
H -0.36981 -2.46337 6.29624 -0.043 -0.018 0.070
H 1.55302 -1.89853 5.15413 0.028 0.066 0.057
C -3.44371 5.22588 -3.68497 0.036 -0.090 0.048
O -2.96626 3.93423 -3.31932 -0.224 0.064 -0.069
H -2.61400 5.75269 -4.14947 0.013 0.006 -0.007
H -4.26549 5.16323 -4.40199 0.008 0.020 -0.017
H -3.77471 5.79329 -2.81082 0.009 0.025 -0.014
H -3.69856 3.45846 -2.91627 0.026 -0.065 -0.044
```
Positions in Å, forces in eV/Å.

Calculated values
- energy relative to the best compared isomer or geometry (same formula, charge and spin) (eV) = 0.000
- structure (SMILES) = CCNC1=C(S)C(=O)OC1=O.CO.CO.CO.CO.CO.CO
- LUMO level (Ha) = -0.01237

Löwdin population analysis, charges in e, atoms 1 to 6:
1 C -0.084
2 C -0.233
3 N 0.068
4 C -0.219
5 C -0.497
6 S 0.884



(3)
# C12H32AlB2Cl3F4MgNO9P

A molecular structure, C12H32AlB2Cl3F4MgNO9P (ωB97M-V/def2-TZVPD, OMol25).

Geometry as XYZ:
```
66
Properties=species:S:1:pos:R:3:forces:R:3
O -3.26326 4.52316 -1.58216 0.315 -1.816 1.452
C -3.81999 3.13437 -1.55973 0.313 -0.377 -1.336
C -2.64913 2.01968 -1.26268 -0.640 0.068 0.108
C -2.21311 1.87828 0.31133 0.187 -1.412 -0.268
C -3.41438 1.35786 1.31361 0.766 0.147 0.186
B -2.75759 1.39930 2.85422 0.374 -0.640 -1.473
Cl -0.98216 0.84123 3.19219 -2.175 0.672 -0.486
H -2.71572 4.65722 -0.75191 -1.228 -0.332 -1.320
H -4.76843 3.04377 -0.86816 2.093 0.174 -1.121
H -4.18764 2.93090 -2.67709 0.782 0.647 2.480
H -3.07395 0.98356 -1.67480 1.032 2.123 1.083
H -1.69076 2.28797 -1.91226 -2.035 -0.447 1.195
H -1.37099 1.03322 0.35646 -1.697 1.909 -0.039
H -1.73686 2.83641 0.78613 -0.926 -1.528 -1.160
H -3.74657 0.24571 1.07420 0.722 2.244 0.306
H -4.36546 2.04580 1.25101 1.885 -1.374 0.176
H -3.38976 1.79190 3.77523 0.278 -0.070 0.153
O 0.86879 3.07523 -1.80596 0.434 0.088 -0.204
H 0.57611 3.32383 -2.71953 0.057 -0.080 0.372
H 1.41700 3.79065 -1.39398 -0.278 -0.352 -0.226
H 1.34532 2.20630 -1.80224 -0.209 0.309 0.026
O 3.29516 -2.50099 2.86318 -0.713 0.804 -0.357
P 2.22782 -1.41566 3.08006 -0.101 -0.312 -0.819
O 2.27564 -0.93422 4.53942 2.437 0.666 3.114
O 0.83711 -1.99733 2.77713 1.341 0.550 -0.085
O 2.50298 -0.23038 2.14007 -0.185 -1.264 0.303
Mg 4.15375 -0.76764 5.86932 -2.817 0.080 -2.506
Cl -2.09902 -5.74761 5.87485 0.045 0.070 -0.038
C -1.74351 -4.48292 4.67089 0.066 0.120 -0.072
C -0.42709 -4.72947 3.95155 -0.325 0.029 -0.306
Cl 0.97741 -4.51959 5.02707 0.027 -0.058 0.062
H -1.74833 -3.51588 5.18332 0.091 -0.232 -0.084
H -2.56771 -4.49082 3.95179 0.174 -0.037 0.040
H -0.30963 -4.01012 3.13526 -0.014 -0.034 0.201
H -0.38246 -5.73670 3.52627 0.032 0.147 0.260
O 5.39807 2.30814 4.66892 0.000 -0.728 0.182
H 5.19347 2.94829 3.97083 0.034 -0.224 0.205
H 6.29910 2.01720 4.46277 -0.024 0.521 -0.225
N -2.84312 1.75297 -5.58933 0.030 -0.212 0.111
C -2.63033 3.07730 -5.30751 0.010 0.163 -0.075
C -3.38190 3.82548 -6.18590 0.265 0.102 0.324
C -4.07699 2.92040 -7.02311 -0.046 -0.400 -0.034
C -3.72802 1.64753 -6.63074 -0.076 0.038 -0.118
H -2.41496 0.97519 -5.10418 -0.222 0.288 -0.265
H -1.96290 3.37314 -4.50924 -0.152 0.044 -0.072
H -3.42580 4.90636 -6.21923 0.003 -0.193 0.016
H -4.75920 3.17024 -7.82538 0.131 -0.057 0.158
H -4.03181 0.67838 -7.00333 0.042 0.199 0.032
B 2.97538 -3.79253 -0.62053 1.229 -0.023 0.321
F 4.34837 -3.75733 -0.14348 -1.987 0.019 -0.641
F 2.29538 -2.56811 -0.23056 0.318 -1.165 -0.452
F 2.96882 -3.91004 -2.06962 -0.573 0.071 1.447
F 2.28922 -4.93446 -0.03855 0.184 1.161 -0.753
C -0.96268 -4.20009 -1.31696 1.016 1.974 -0.886
O -0.25976 -4.13076 -2.54388 -0.767 -1.019 0.455
H -2.01586 -3.97251 -1.49753 -0.167 -0.064 -0.067
H -0.87578 -5.20740 -0.90250 0.817 0.635 1.656
H -0.54911 -3.46967 -0.61718 -0.058 -0.384 0.415
H 0.67089 -4.33721 -2.35210 0.467 0.358 -0.121
C 7.52498 2.17510 1.48754 0.081 -0.265 -0.261
O 7.90838 2.56518 2.79333 -0.007 -0.311 0.919
H 6.96641 2.99087 1.02266 0.142 -0.061 0.167
H 8.41681 1.96210 0.89318 -0.201 -0.014 -0.168
H 6.89038 1.28715 1.54303 -0.045 -0.028 -0.302
H 8.40176 1.82199 3.18030 0.015 0.538 -0.284
Al -1.68277 -6.44992 -1.78575 -0.563 -1.447 -1.304
```
Positions in Å, forces in eV/Å.

Calculated values
- net charge = +2
- LUMO level (Ha) = -0.35817

Löwdin population analysis, charges in e, atoms 1 to 6:
1 O -0.141
2 C -0.219
3 C -0.195
4 C -0.266
5 C -0.212
6 B -0.423



(4)
# C12H32BClOP

3 unconnected molecules or ions with the total composition C12H32BClOP (ωB97M-V/def2-TZVPD, OMol25).

Geometry as XYZ:
```
48
Properties=species:S:1:pos:R:3:forces:R:3
B 2.12613 -0.73566 -0.91763 0.387 0.231 0.227
P 0.36925 -0.45276 -1.63297 0.198 -0.103 0.230
O -0.60884 -1.27850 -0.54536 -0.419 0.023 -0.477
Cl 0.00909 1.54567 -0.90822 -0.065 0.177 -0.068
H 2.21241 -0.34799 0.23998 -0.145 -0.103 -0.089
H 2.83502 -0.04044 -1.63006 0.012 -0.073 -0.096
H 2.41737 -1.91330 -1.03064 -0.139 -0.054 -0.129
H -1.47228 -1.30838 -0.98511 0.170 -0.112 0.358
C 6.77815 3.75682 -0.57718 -0.018 0.078 0.060
C 5.82559 3.96206 0.59786 0.029 -0.035 -0.016
C 4.76409 2.86854 0.71947 0.009 0.011 -0.009
C 3.82881 2.73441 -0.48205 0.011 0.054 0.024
C 3.07198 4.00843 -0.84883 -0.006 0.024 0.026
C 2.15493 4.50857 0.26310 0.027 0.047 -0.035
H 6.24632 3.76687 -1.52844 -0.022 -0.008 -0.020
H 7.53653 4.54215 -0.61321 0.011 -0.010 -0.002
H 7.29140 2.79707 -0.49517 0.003 -0.041 -0.014
H 5.34403 4.94017 0.50752 -0.019 0.008 -0.002
H 6.40549 3.99511 1.52538 0.010 0.014 0.007
H 4.17501 3.04761 1.62304 -0.012 -0.002 0.008
H 5.26170 1.90636 0.87363 0.010 -0.020 0.010
H 3.10959 1.94089 -0.27782 -0.032 -0.043 -0.016
H 4.39435 2.39248 -1.35231 0.016 -0.022 -0.013
H 2.46850 3.79867 -1.73402 -0.030 -0.010 -0.018
H 3.77146 4.80376 -1.13363 0.007 -0.009 -0.005
H 1.42716 3.74081 0.52679 -0.001 -0.036 0.014
H 1.60635 5.39844 -0.05252 -0.022 0.008 0.003
H 2.71508 4.77170 1.16338 0.012 0.000 0.008
C -5.76369 -5.01056 -1.15220 0.060 -0.022 0.060
C -5.11548 -4.99346 0.22962 -0.043 -0.012 -0.044
C -5.65758 -3.89768 1.14526 -0.016 -0.004 0.006
C -5.44750 -2.47273 0.63160 0.012 0.003 -0.033
C -3.99257 -2.10519 0.34235 0.017 0.014 0.062
C -3.07805 -2.18272 1.56075 0.013 0.001 -0.054
H -5.58190 -4.08165 -1.69271 0.007 0.025 -0.011
H -5.36822 -5.82497 -1.76024 -0.007 -0.013 -0.011
H -6.84455 -5.14532 -1.07265 -0.032 0.015 -0.004
H -4.03371 -4.88616 0.12287 0.022 0.013 0.009
H -5.27654 -5.96096 0.71229 0.007 -0.024 0.003
H -5.19602 -4.00057 2.13028 0.015 0.009 0.014
H -6.73046 -4.06030 1.29553 -0.010 -0.012 -0.001
H -5.84600 -1.77592 1.37505 -0.004 0.024 0.018
H -6.04273 -2.31894 -0.27323 -0.010 -0.006 -0.003
H -3.96731 -1.08792 -0.05561 0.014 0.028 -0.016
H -3.59726 -2.74790 -0.44972 -0.003 -0.021 -0.024
H -3.43186 -1.51848 2.35277 -0.030 -0.015 0.023
H -2.06501 -1.88290 1.29743 0.028 0.017 0.028
H -3.02819 -3.19520 1.96561 -0.021 -0.017 0.011
```
Positions in Å, forces in eV/Å.

Calculated values
- net charge = -1
- LUMO level (Ha) = 0.10392

Löwdin population analysis, charges in e, atoms 1 to 6:
1 B -0.734
2 P 0.460
3 O -0.468
4 Cl 0.029
5 H -0.033
6 H -0.046



no.,maximum force (hartree/bohr),HOMO level (Eh)
1,0.0071,-0.1281
2,0.0160,-0.3133
3,0.0780,-0.4270
4,0.0123,-0.1475